Entry 1:
A cluster of 12 separate species, C68H153N9O12 in total in a non-equilibrium geometry, computed with ωB97M-V/def2-TZVPD.

CARTESIAN COORDINATES (ANGSTROEM)
C  20.34635  -15.90727  -11.76750
C  20.72379  -17.02784  -10.86423
C  21.45784  -16.41811  -9.64968
C  19.48164  -17.86000  -10.35071
C  18.89151  -18.52111  -11.62430
C  19.94946  -19.52138  -12.11963
C  21.25865  -18.85905  -12.52312
C  22.23294  -19.99965  -12.85638
C  20.95371  -18.08857  -13.85508
N  21.70973  -18.04767  -11.41089
O  22.87280  -17.31515  -11.92616
H  19.73203  -15.13520  -11.23400
H  21.12646  -15.35408  -12.22828
H  19.57392  -16.13135  -12.54600
H  21.60294  -17.21378  -8.92932
H  22.35367  -15.84824  -9.89657
H  20.79048  -15.65585  -9.29101
H  19.76242  -18.59830  -9.60024
H  18.78322  -17.18564  -9.85793
H  17.96037  -18.98795  -11.34457
H  18.66326  -17.76398  -12.36989
H  19.53893  -19.97385  -13.02954
H  20.05644  -20.39626  -11.48703
H  22.34631  -20.66591  -11.99086
H  23.23303  -19.67711  -13.11334
H  21.96605  -20.62853  -13.74655
H  20.97858  -18.78027  -14.67282
H  21.58647  -17.24325  -14.12747
H  19.99074  -17.60387  -13.81311
H  23.57065  -17.50442  -11.26084
C  23.13471  -18.48627  -6.29776
C  22.01730  -18.22345  -5.29801
C  20.91779  -17.35684  -5.91388
C  21.21985  -19.48381  -4.96495
C  22.09792  -20.43718  -4.16067
C  22.50401  -19.86825  -2.83344
C  23.24546  -18.48395  -2.98794
C  23.12107  -17.64268  -1.72998
C  24.70029  -18.83584  -3.37497
N  22.44558  -17.68847  -3.94776
O  23.20862  -16.54065  -4.16136
H  23.50108  -19.52893  -6.34374
H  22.90188  -18.29489  -7.38185
H  24.07337  -17.92073  -6.25787
H  20.10873  -17.26871  -5.19834
H  21.23408  -16.31378  -6.13654
H  20.40211  -17.75657  -6.79540
H  20.28954  -19.28516  -4.46581
H  21.06504  -20.00772  -5.88940
H  21.52754  -21.38150  -3.95464
H  22.97260  -20.71125  -4.67690
H  23.09988  -20.64565  -2.36917
H  21.62231  -19.63996  -2.17494
H  23.43279  -18.36678  -0.91869
H  22.09990  -17.37999  -1.47168
H  23.75244  -16.76807  -1.70840
H  25.08740  -19.48484  -2.60202
H  25.38483  -18.01730  -3.33649
H  24.64029  -19.32580  -4.34620
H  24.05104  -16.74858  -4.61190
C  18.33734  -13.39423  -8.82986
C  17.50474  -13.88392  -7.66793
C  16.06164  -13.83678  -8.01530
C  17.86480  -15.45151  -7.55490
C  17.53312  -16.13425  -6.24308
C  18.19273  -15.26105  -5.12283
C  17.62318  -13.78965  -5.11405
C  16.18843  -13.85707  -4.68122
C  18.36189  -12.92825  -4.11557
N  17.89601  -13.27251  -6.40829
O  17.33550  -11.96417  -6.44018
H  18.38671  -14.14503  -9.60429
H  17.90347  -12.50501  -9.25969
H  19.40228  -13.22612  -8.57488
H  15.91495  -14.33924  -8.96958
H  15.38221  -14.37321  -7.34953
H  15.62076  -12.84821  -8.04197
H  17.41622  -15.98771  -8.45934
H  18.98081  -15.63023  -7.67688
H  16.45140  -16.19572  -6.09430
H  17.85075  -17.14708  -6.31583
H  19.28531  -15.39121  -5.18735
H  17.85639  -15.64791  -4.16582
H  16.15676  -14.10930  -3.58941
H  15.69047  -14.57235  -5.35374
H  15.72509  -12.87383  -4.80200
H  19.40615  -12.69843  -4.38340
H  18.47031  -13.48988  -3.20017
H  17.91039  -12.01499  -3.77286
H  18.05590  -11.33764  -6.55918
C  15.57587  -20.85850  -4.18388
C  15.32140  -19.46026  -3.55006
C  14.36198  -18.62243  -4.38947
C  14.54430  -19.70783  -2.24603
C  15.39470  -20.40528  -1.17740
C  16.65661  -19.53901  -0.92515
C  17.49383  -19.23591  -2.23714
C  18.54416  -18.17112  -1.99256
C  18.16100  -20.57180  -2.65117
N  16.50184  -18.71617  -3.20685
O  17.11697  -18.40547  -4.40852
H  15.75350  -21.61379  -3.43010
H  14.72180  -21.27967  -4.69515
H  16.36626  -20.82904  -4.91094
H  13.32346  -19.00706  -4.26692
H  14.34573  -17.58415  -4.06317
H  14.65377  -18.70431  -5.43267
H  14.15860  -18.73003  -1.86505
H  13.63991  -20.24042  -2.49308
H  14.85797  -20.48641  -0.23558
H  15.62229  -21.41485  -1.54491
H  17.24488  -19.87407  -0.10505
H  16.36647  -18.54181  -0.56815
H  19.24221  -18.51955  -1.17692
H  18.08707  -17.26811  -1.56097
H  19.20507  -17.97403  -2.82577
H  17.59939  -21.43563  -2.22440
H  19.14284  -20.76717  -2.22536
H  18.30677  -20.63746  -3.69221
H  17.46685  -19.20430  -4.86730
C  11.69418  -19.74224  -8.31853
C  12.14634  -18.32911  -8.68159
C  10.83167  -17.46182  -8.72199
C  13.03970  -17.69901  -7.58812
C  14.46794  -18.15120  -7.73255
C  14.96924  -17.83825  -9.16817
C  14.21114  -18.58486  -10.28125
C  14.51187  -18.03169  -11.66465
C  14.50944  -20.07706  -10.26654
N  12.75932  -18.24515  -10.04145
O  11.94397  -18.96289  -10.93008
H  11.11398  -20.16361  -9.16539
H  12.48981  -20.45671  -8.02780
H  10.88646  -19.63585  -7.60517
H  10.94093  -16.43764  -9.13426
H  9.99262  -17.85009  -9.32987
H  10.55132  -17.39422  -7.67395
H  13.01802  -16.61273  -7.70401
H  12.61060  -17.93855  -6.59514
H  15.15608  -17.75556  -6.95639
H  14.46388  -19.22765  -7.64712
H  16.03860  -18.09770  -9.34281
H  14.90583  -16.77740  -9.29221
H  14.93133  -17.04157  -11.75505
H  13.63561  -18.06400  -12.26578
H  15.31041  -18.62723  -12.12627
H  15.35315  -20.43095  -10.88072
H  13.63441  -20.64821  -10.56905
H  14.81253  -20.40487  -9.26849
H  11.36128  -18.27047  -11.30264
C  13.99091  -27.64747  -7.60580
C  13.03997  -26.49122  -7.11889
C  11.53401  -26.73893  -7.59813
C  13.01967  -26.58050  -5.52296
C  12.32482  -25.37514  -4.92709
C  12.99324  -24.10782  -5.46017
C  13.00091  -23.98643  -6.99889
C  11.60793  -23.61076  -7.41445
C  13.97444  -22.80047  -7.33387
N  13.62414  -25.22007  -7.51622
O  13.51762  -25.13983  -8.97407
H  13.91443  -27.85902  -8.70691
H  15.01770  -27.36242  -7.48934
H  13.73130  -28.52668  -7.00608
H  10.76439  -26.51344  -6.86414
H  11.41957  -26.10052  -8.47811
H  11.37655  -27.76004  -7.98785
H  12.46597  -27.53222  -5.34916
H  13.97358  -26.61694  -5.04269
H  11.25848  -25.26217  -5.14592
H  12.39360  -25.36582  -3.82630
H  14.00537  -24.00436  -5.02179
H  12.37450  -23.21587  -5.26218
H  11.50010  -23.59925  -8.50345
H  11.45260  -22.57083  -7.15413
H  10.84029  -24.25509  -6.97587
H  14.08293  -22.60232  -8.40892
H  14.96305  -23.15334  -6.88765
H  13.74695  -21.87492  -6.80481
H  14.45856  -25.21101  -9.25057
C  22.17008  -26.41429  -10.95471
C  23.04667  -25.12685  -10.78427
C  22.34622  -23.98137  -11.57844
C  22.96911  -24.89136  -9.20141
C  23.88963  -25.89748  -8.45590
C  25.29901  -25.80491  -9.04686
C  25.38758  -26.05844  -10.56463
C  26.81506  -25.64342  -10.98379
C  25.16150  -27.55923  -10.82559
N  24.45849  -25.15533  -11.16413
O  24.54335  -25.27601  -12.56527
H  22.03791  -26.81662  -11.98224
H  22.50891  -27.25980  -10.34209
H  21.16157  -26.09375  -10.67793
H  22.36112  -24.30620  -12.64994
H  21.34934  -23.85719  -11.20591
H  22.98470  -23.07964  -11.49518
H  23.38133  -23.90238  -8.88268
H  21.97577  -25.01368  -8.83916
H  24.00321  -25.60888  -7.42203
H  23.45799  -26.87922  -8.58320
H  26.00221  -26.44354  -8.53018
H  25.69225  -24.76654  -8.90836
H  26.91560  -24.56003  -11.08917
H  27.02609  -26.01873  -12.01034
H  27.59973  -26.03395  -10.30743
H  24.49838  -28.03247  -10.06755
H  26.10729  -28.11371  -10.85302
H  24.74309  -27.75794  -11.80373
H  24.24867  -26.13404  -12.86461
N  22.02906  -20.39630  -9.33991
C  21.34047  -20.72431  -8.29663
N  21.72751  -21.87312  -7.69543
O  20.39260  -20.05169  -7.86118
H  22.88875  -20.91378  -9.52902
H  21.83793  -19.52469  -9.86746
H  22.07987  -22.66013  -8.23458
H  21.12284  -22.12289  -6.93368
C  19.01120  -23.18256  -5.55998
O  19.72599  -24.09030  -6.35087
H  18.99287  -22.23000  -6.15018
H  17.94855  -23.44168  -5.41908
H  19.48349  -23.04043  -4.55610
H  19.66033  -24.92733  -5.88825
C  16.69025  -25.76114  -5.66409
O  16.57634  -25.29006  -6.96150
H  16.13547  -26.66713  -5.47748
H  17.74446  -26.01308  -5.51761
H  16.42046  -25.07357  -4.84505
H  15.61804  -25.12224  -7.22674
C  18.87200  -23.30074  -9.93120
O  20.09085  -23.84191  -9.48102
H  19.05356  -22.65712  -10.79230
H  18.28993  -24.12191  -10.33725
H  18.26466  -22.83918  -9.13967
H  19.94389  -23.96111  -8.51802
C  17.34999  -20.56630  -7.74361
O  17.92559  -19.59476  -6.93095
H  16.29093  -20.34099  -7.83359
H  17.78735  -20.53274  -8.77861
H  17.46430  -21.58656  -7.39453
H  18.88261  -19.61124  -7.16444

Values from the calculation:
**HOMO**: -0.297 Ha
**Structure (SMILES)**: CC1(C)CCCC(C)(C)N1O.CC1(C)CCCC(C)(C)N1O.CC1(C)CCCC(C)(C)N1O.CC1(C)CCCC(C)(C)N1O.CC1(C)CCCC(C)(C)N1O.CC1(C)CCCC(C)(C)N1O.CC1(C)CCCC(C)(C)N1O.NC(N)=O.CO.CO.CO.CO

=====

Entry 2:
A structure of composition C12H14Cl5O3Rh in a non-equilibrium geometry, computed with ωB97M-V/def2-TZVPD.

CARTESIAN COORDINATES (ANGSTROEM)
Rh  0.07215  0.09459  -0.80447
C  3.16491  -0.95193  -0.81595
O  2.33965  0.20352  -1.07227
C  2.93215  1.42674  -0.62908
C  1.92999  2.52321  -0.86614
O  0.65006  2.17696  -0.33372
C  0.38268  2.44265  1.05510
C  0.77663  1.27044  1.91840
O  0.12313  0.10032  1.34133
C  0.06150  -1.01987  2.23513
H  4.19148  -0.73385  -0.96530
H  3.07115  -1.32613  0.24302
H  2.82911  -1.71879  -1.50094
H  3.24906  1.30656  0.41082
H  3.84751  1.59161  -1.15753
H  2.25886  3.52733  -0.52331
H  1.79598  2.69428  -1.93988
H  0.95383  3.33138  1.32887
H  -0.70757  2.62552  1.08292
H  1.83048  0.99800  2.05906
H  0.38097  1.44359  2.91764
H  -0.55102  -0.71988  3.10763
H  -0.37917  -1.82207  1.68552
H  1.07562  -1.24477  2.60495
Cl  -2.95735  1.52623  -1.34079
C  -3.07727  -0.13682  -1.20993
C  -1.83408  -0.86516  -1.12563
C  -1.84837  -2.22694  -1.00094
Cl  -0.33219  -3.02777  -0.72465
C  -3.03313  -2.95904  -0.98215
Cl  -3.04771  -4.60652  -0.82629
C  -4.32940  -2.21969  -1.05064
Cl  -5.74208  -3.04974  -0.92275
C  -4.32281  -0.78655  -1.16426
Cl  -5.75474  0.13260  -1.03378

Values from the calculation:
**Charge**: +2
**HOMO (alpha / beta)**: -0.579 / -0.576 Ha
**2S+1**: 5
**Energy above the lowest of the compared OMol25 structures with the same formula, charge and spin**: 2.5 kcal per mole

=====

Entry 3:
A structure of composition C24H34N5O2PdSi2, computed with ωB97M-V/def2-TZVPD.

CARTESIAN COORDINATES (ANGSTROEM)
Pd  0.17264  0.82102  -0.60123
C  -2.78735  2.81174  -0.03365
Si  -1.39422  3.07962  1.19276
C  -1.60534  2.04000  2.74051
C  -1.36300  4.88331  1.68277
C  0.25941  2.61015  0.41592
C  1.29183  2.11739  1.35407
C  1.95795  2.74473  2.39839
C  2.88579  2.00104  3.10618
C  3.11202  0.66689  2.77342
C  2.39784  0.10957  1.73272
N  1.51706  0.83797  1.04755
Si  0.94114  3.31353  -1.20133
C  2.60785  2.55719  -1.60591
C  -0.33053  2.85677  -2.51260
C  1.21299  5.15839  -1.10052
H  -3.70610  2.54319  0.49365
H  -2.58029  2.02174  -0.75795
H  -2.99288  3.72890  -0.58832
H  -2.65031  2.02260  3.05855
H  -1.02109  2.45533  3.56354
H  -1.26933  1.01373  2.58379
H  -2.31467  5.14720  2.15191
H  -1.23416  5.53255  0.81644
H  -0.57066  5.11195  2.39745
H  1.75148  3.77929  2.63632
H  3.43621  2.45370  3.92032
H  3.83393  0.07061  3.31183
H  2.51613  -0.92517  1.43967
H  2.58862  1.47889  -1.77364
H  3.32744  2.76232  -0.80970
H  2.98684  3.02610  -2.51782
H  -0.65539  1.79809  -2.51843
H  0.10559  3.02816  -3.49862
H  -1.23712  3.45379  -2.41394
H  1.92219  5.39702  -0.30550
H  0.28764  5.69892  -0.89838
H  1.62310  5.54230  -2.03679
N  -3.89411  -1.04388  2.19459
C  -2.81128  -1.99374  1.94960
C  -1.73487  -1.36698  1.07053
O  -0.64234  -1.84006  0.89656
O  -2.12540  -0.23412  0.47575
H  -4.80114  -1.48868  2.21020
H  -3.02821  -0.06395  0.84612
H  -3.77389  -0.55222  3.07117
H  -3.19373  -2.85248  1.39473
H  -2.32593  -2.38337  2.84524
N  2.10951  -9.55348  -1.00312
C  1.80242  -8.46248  -1.18606
C  1.42014  -7.09465  -1.41085
C  1.54290  -6.16569  -0.38062
C  1.16417  -4.85144  -0.59009
C  0.68442  -4.47355  -1.83567
C  0.56102  -5.38991  -2.86915
C  0.92432  -6.70722  -2.65296
N  0.30464  -3.11927  -2.04629
C  -0.81001  -2.66867  -2.72073
C  -0.77282  -1.31570  -2.63584
N  0.35030  -0.92411  -1.93383
C  0.96079  -2.03598  -1.59283
H  1.91758  -6.47893  0.58359
H  1.20876  -4.13139  0.21702
H  0.20519  -5.07408  -3.84071
H  0.83718  -7.43450  -3.44768
H  -1.51901  -3.34420  -3.16473
H  -1.46907  -0.60216  -3.04281
H  1.88520  -2.10362  -1.04458

Values from the calculation:
**Charge**: +1
**HOMO (alpha / beta)**: -0.423 / -0.423 Ha
**Energy above the lowest of the compared OMol25 structures with the same formula, charge and spin**: 23.6 kcal per mole